DFT (ωB97M-V/def2-TZVPD) results for 2 unconnected molecules or ions with the total composition C5H9NO at a distorted geometry.

Computed properties:
Maximum force (hartree/bohr): 0.097
Orbital gap (eV): 8.52
ΔE to the lowest compared entry with this formula, charge and spin (kJ/mol): 588.2
LUMO energy (hartree): 0.0236
E_tot (eV): -8863.1160

```
! wB97M-V def2-TZVPD RIJCOSX def2/J DEFGRID3
* xyz 0 1
C 0.48 1.57 0.37
C -0.81 -0.89 -2.13
C -1.03 -1.14 -0.73
C -1.09 -1.44 0.46
C 0.33 0.11 1.14
O 0.80 2.49 1.38
N 1.49 -0.43 1.27
H 1.48 2.06 1.93
H 1.49 -1.45 1.19
H -0.44 1.89 -0.12
H 1.28 1.51 -0.36
H -1.32 -2.17 1.20
H -0.38 0.31 1.95
H -1.03 0.16 -2.37
H 0.23 -1.09 -2.41
H -1.49 -1.48 -2.75
*
```

Here are the natural (NBO) charges for atoms 1 to 4, given in e:
1 C -0.110
2 C -0.709
3 C 0.101
4 C -0.284

DFT (ωB97M-V/def2-TZVPD) results for a single C5H9NO molecule at a distorted geometry.

Computed properties:
Maximum force (hartree/bohr): 0.023
Orbital gap (eV): 11.37
ΔE to the lowest compared entry with this formula, charge and spin (kJ/mol): 172.8
LUMO energy (hartree): 0.0218
E_tot (eV): -8867.4216

```
! wB97M-V def2-TZVPD RIJCOSX def2/J DEFGRID3
* xyz 0 1
C -1.09 -0.81 0.77
C -0.26 0.25 0.05
C -0.33 0.07 -1.47
C 1.20 0.20 0.54
O 1.75 -1.08 0.30
C -1.12 2.63 0.68
N -0.75 1.55 0.39
H -0.64 -1.79 0.59
H -1.12 -0.62 1.84
H -2.12 -0.82 0.39
H -1.37 0.10 -1.81
H 0.11 -0.90 -1.73
H 0.22 0.87 -1.98
H 1.77 0.99 0.04
H 1.22 0.41 1.62
H 2.53 -0.99 -0.25
*
```

Here are the natural (NBO) charges for atoms 1 to 4, given in e:
1 C -0.608
2 C 0.076
3 C -0.608
4 C -0.056

DFT (ωB97M-V/def2-TZVPD) results for 2 unconnected molecules or ions with the total composition C5H9NO.

Computed properties:
Maximum force (hartree/bohr): 0.011
Orbital gap (eV): 8.45
ΔE to the lowest compared entry with this formula, charge and spin (kJ/mol): 651.6
LUMO energy (hartree): 0.0091
E_tot (eV): -8862.4593

```
! wB97M-V def2-TZVPD RIJCOSX def2/J DEFGRID3
* xyz 0 1
C 1.16 -2.34 -0.78
C -1.11 -0.22 -0.15
C -1.46 -0.03 1.27
C -1.14 1.38 0.72
C -0.14 0.74 -0.35
N 0.90 1.17 -0.92
O 0.98 2.56 -0.79
H 1.24 -2.57 0.29
H 1.67 -1.41 -1.00
H 1.60 -3.14 -1.37
H 0.11 -2.25 -1.06
H -2.49 -0.27 1.53
H -0.75 -0.29 2.06
H -0.45 1.91 1.38
H -1.96 2.01 0.37
H 1.83 2.76 -1.21
*
```

Here are the natural (NBO) charges for atoms 1 to 4, given in e:
1 C -0.859
2 C 0.036
3 C -0.443
4 C -0.406

DFT (ωB97M-V/def2-TZVPD) results for a single C5H9NO molecule.

Computed properties:
Maximum force (hartree/bohr): 0.016
Orbital gap (eV): 9.65
ΔE to the lowest compared entry with this formula, charge and spin (kJ/mol): 350.0
LUMO energy (hartree): 0.0307
E_tot (eV): -8865.5856

```
! wB97M-V def2-TZVPD RIJCOSX def2/J DEFGRID3
* xyz 0 1
C 2.00 1.24 -0.49
C 0.40 0.09 0.88
C -0.76 -0.51 0.10
C -0.70 -1.75 -0.35
C -1.92 0.41 -0.12
N 1.64 0.13 0.08
O 2.27 -0.94 -0.01
H 2.89 1.25 -1.09
H 0.15 1.10 1.23
H 0.62 -0.55 1.74
H -1.51 -2.18 -0.92
H 0.16 -2.37 -0.17
H 1.40 2.12 -0.37
H -2.36 0.70 0.83
H -2.68 -0.07 -0.72
H -1.60 1.32 -0.63
*
```

Here are the natural (NBO) charges for atoms 1 to 4, given in e:
1 C -0.221
2 C -0.284
3 C -0.012
4 C -0.370

DFT (ωB97M-V/def2-TZVPD) results for a single C5H9NO molecule.

Computed properties:
Maximum force (hartree/bohr): 0.010
Orbital gap (spin up / spin down) (eV): 6.58 / 6.58
ΔE to the lowest compared entry with this formula, charge and spin (kJ/mol): 375.3
LUMO energy (spin up / spin down) (hartree): 0.0118 / 0.0118
E_tot (eV): -8865.3225

```
! wB97M-V def2-TZVPD RIJCOSX def2/J DEFGRID3
* xyz 0 1
C 1.57 -1.03 0.10
C 0.68 0.23 0.13
O 1.61 1.34 0.21
C -0.09 0.39 -1.15
N -1.37 0.22 -1.03
C -1.73 0.03 0.38
C -0.45 0.33 1.09
H 0.96 -1.92 -0.06
H 2.06 -1.12 1.08
H 2.34 -0.97 -0.67
H 1.07 1.98 0.70
H -2.03 0.37 -1.77
H 0.36 0.60 -2.13
H -2.09 -1.01 0.47
H -2.59 0.68 0.58
H -0.31 -0.13 2.06
*
```

Here are the natural (NBO) charges for atoms 1 to 4, given in e:
1 C -0.635
2 C 0.129
3 O -0.754
4 C 0.231

DFT (ωB97M-V/def2-TZVPD) results for a single C5H9NO molecule.

Computed properties:
Maximum force (hartree/bohr): 0.006
Orbital gap (eV): 10.47
ΔE to the lowest compared entry with this formula, charge and spin (kJ/mol): 250.5
LUMO energy (hartree): 0.0352
E_tot (eV): -8866.6164

```
! wB97M-V def2-TZVPD RIJCOSX def2/J DEFGRID3
* xyz 0 1
O 1.10 -1.75 1.79
C 0.90 -0.97 0.64
C -0.44 -1.11 -0.12
C -0.38 0.39 -0.36
C -0.39 1.11 -1.65
N -1.51 1.23 -0.70
C 0.63 0.56 0.78
H 0.25 -1.86 2.24
H 1.76 -1.14 -0.01
H -1.25 -1.36 0.57
H -0.49 -1.78 -0.99
H -0.62 0.57 -2.56
H 0.28 1.96 -1.78
H -1.46 2.12 -0.20
H 1.48 1.24 0.63
H 0.13 0.79 1.73
*
```

Here are the natural (NBO) charges for atoms 1 to 4, given in e:
1 O -0.700
2 C 0.115
3 C -0.431
4 C 0.072

DFT (ωB97M-V/def2-TZVPD) results for a molecular structure, C5H9NO.

Computed properties:
Maximum force (hartree/bohr): 0.014
Orbital gap (eV): 8.54
ΔE to the lowest compared entry with this formula, charge and spin (kJ/mol): 328.5
LUMO energy (hartree): 0.0316
E_tot (eV): -8865.8081

```
! wB97M-V def2-TZVPD RIJCOSX def2/J DEFGRID3
* xyz 0 1
C 1.58 0.72 1.90
C -0.83 -0.82 -2.09
C -0.29 -0.22 -0.84
C -1.01 0.49 0.20
C 0.89 -0.36 -0.16
O -2.27 0.19 0.57
N 0.60 -0.06 1.14
H -2.43 -0.75 0.40
H -0.82 1.54 0.39
H 1.90 -0.56 -0.52
H 1.49 0.49 2.96
H 2.61 0.49 1.59
H 1.45 1.80 1.76
H -1.44 -1.71 -1.91
H 0.00 -1.14 -2.73
H -1.43 -0.11 -2.66
*
```

Here are the natural (NBO) charges for atoms 1 to 4, given in e:
1 C -0.438
2 C -0.631
3 C -0.251
4 C 0.338

DFT (ωB97M-V/def2-TZVPD) results for a single C5H9NO molecule at a distorted geometry.

Computed properties:
Maximum force (hartree/bohr): 0.042
Orbital gap (eV): 8.11
ΔE to the lowest compared entry with this formula, charge and spin (kJ/mol): 519.4
LUMO energy (hartree): 0.0207
E_tot (eV): -8863.8296

```
! wB97M-V def2-TZVPD RIJCOSX def2/J DEFGRID3
* xyz 0 1
C 1.24 -0.64 1.23
C 0.31 -1.19 0.15
N -1.05 -1.37 0.66
C -0.29 -0.26 -0.85
C -0.68 0.99 -0.45
C -0.10 2.23 -0.91
O -1.41 1.82 -1.32
H 2.27 -0.51 0.86
H 1.27 -1.33 2.08
H 0.88 0.33 1.58
H 0.70 -2.13 -0.26
H -1.65 -2.01 0.17
H -0.68 -0.74 -1.75
H -1.42 -0.42 0.83
H -0.02 3.13 -0.32
H 0.63 2.10 -1.70
*
```

Here are the natural (NBO) charges for atoms 1 to 4, given in e:
1 C -0.619
2 C -0.106
3 N -0.789
4 C -0.072